[1]
25
Properties=species:S:1:pos:R:3:forces:R:3:mulliken_spin:R:1 method="wB97M-V/def2-TZVPD" s2=0.753 lumo_ev="-3.2 / -6.0" multiplicity=2 orbital_gap_ev="11.0425 / 8.1550" charge=+1
O -3.685 1.136 -0.388 0.16 -0.68 0.27 0.1670
O -4.594 2.349 1.223 0.39 -0.60 -0.75 0.0001
O -2.780 1.072 1.609 0.33 -0.35 0.39 0.1755
C -3.682 1.490 0.828 -1.97 2.16 0.55 -0.0116
C -4.471 2.914 2.531 -0.01 0.13 0.79 0.0053
H -5.315 3.601 2.637 0.26 -0.20 -0.08 0.0014
H -3.522 3.454 2.626 -0.25 -0.13 -0.05 0.0002
H -4.532 2.126 3.291 0.03 0.22 -0.18 -0.0009
Cu -2.097 0.193 0.089 0.68 -0.44 -1.43 0.6960
C 0.534 1.265 -0.803 -1.82 -0.98 -3.32 -0.0255
H 0.576 2.286 -0.422 -0.19 -0.53 0.38 0.0002
C -0.152 0.087 -0.238 0.78 -2.28 2.46 -0.0180
H 0.232 -0.328 0.711 0.02 0.92 0.20 0.0009
O 1.885 0.789 -1.056 0.46 0.44 -0.70 0.0016
C 1.838 -0.502 -1.218 0.35 0.51 2.14 -0.0011
O 0.718 -1.060 -1.032 -1.51 0.53 -0.59 0.0085
O 2.953 -1.118 -1.223 -0.02 0.43 -0.87 0.0005
C 2.938 -2.575 -1.102 -0.26 -0.72 -0.12 0.0001
C 4.366 -3.044 -1.040 0.20 -0.01 -0.01 -0.0001
H 2.403 -2.968 -1.976 0.14 0.06 0.22 -0.0001
H 2.377 -2.825 -0.194 0.10 0.10 -0.21 0.0000
H 4.919 -2.746 -1.939 -0.13 -0.08 0.24 0.0000
H 4.363 -4.140 -0.983 0.03 0.27 0.01 0.0000
H 4.870 -2.646 -0.151 -0.10 -0.12 -0.25 0.0000
H -0.143 1.191 -1.781 2.33 1.34 0.90 0.0001

[2]
22
Properties=species:S:1:pos:R:3:forces:R:3:nbo_charge:R:1 method="wB97M-V/def2-TZVPD" lumo_ev=-2.8 orbital_gap_ev=12.7675 charge=+1
F -2.552 1.089 0.586 -0.27 -0.38 -0.80 -0.2736
C -2.145 -0.003 -0.046 -1.37 -1.95 1.78 1.1198
F -2.537 -1.097 0.670 0.45 0.89 0.27 -0.3112
F -2.677 -0.226 -1.216 0.16 1.32 -0.79 -0.2652
N -0.692 0.001 -0.081 -0.66 1.25 0.37 -0.2875
C -0.141 1.278 -0.577 1.42 3.95 -0.93 -0.2775
C 1.409 1.150 -0.192 0.23 2.67 -1.58 -0.4218
C 1.333 -0.050 0.748 2.88 -0.90 -0.50 -0.2824
C 1.254 -1.328 -0.161 1.09 2.11 -1.20 -0.4110
C -0.127 -1.177 -0.792 -0.11 -1.25 1.40 -0.2225
C -0.033 0.000 1.294 -2.41 -1.09 2.13 -0.2119
H -0.472 2.209 0.082 -0.18 -2.33 -1.64 0.2710
H -0.305 1.509 -1.714 -0.03 -0.80 2.28 0.2704
H 1.950 1.091 -1.252 -0.48 -0.39 2.79 0.2536
H 1.796 2.151 0.365 -1.02 -2.40 -1.45 0.2595
H 2.143 -0.065 1.513 -0.66 -0.16 -0.64 0.2779
H 1.390 -2.175 0.398 -0.16 -2.21 1.53 0.2370
H 2.054 -1.397 -0.939 -0.64 0.49 0.61 0.2476
H -0.048 -0.945 -1.807 -0.28 0.19 -1.61 0.2381
H -0.823 -2.011 -0.579 0.57 0.33 -0.42 0.2589
H -0.419 -0.951 1.870 0.98 1.91 -1.05 0.2710
H -0.357 0.948 1.827 0.50 -1.28 -0.55 0.2598

[3]
24
Properties=species:S:1:pos:R:3:forces:R:3:nbo_charge:R:1 method="wB97M-V/def2-TZVPD" lumo_ev=1.6 orbital_gap_ev=2.4188 charge=-1
O -2.286 3.060 1.789 2.38 0.54 -4.41 -0.5214
C -1.812 2.966 0.650 -2.25 -0.47 2.52 0.8687
F -1.085 4.019 0.012 -1.46 -2.39 1.28 -0.3495
C -2.064 1.588 -0.149 1.65 0.67 -0.92 -0.5266
C -0.988 0.542 0.419 -0.69 0.71 1.83 -0.0525
C -1.446 -0.987 0.703 1.10 0.17 -0.05 -0.4378
C -0.035 -1.723 0.330 -0.41 2.40 -0.01 -0.3912
C 0.289 -0.839 -1.006 -1.13 -2.47 1.07 -0.2339
N 0.310 0.544 -0.381 -0.11 -0.95 -1.32 -0.5570
H -1.844 1.724 -1.273 -0.56 -0.12 1.66 0.2309
H -3.136 1.231 -0.017 1.56 0.67 0.13 0.2711
H -0.635 0.907 1.437 -0.73 -0.34 -1.21 0.2330
H -2.312 -1.406 0.078 1.13 0.99 0.90 0.2109
H -1.678 -0.962 1.830 0.11 -0.51 -1.82 0.2305
H 0.662 -1.272 1.123 -0.25 -1.74 -1.17 0.2537
H -0.043 -2.854 0.225 0.18 1.74 0.17 0.2616
H -0.754 -0.828 -1.497 1.80 -0.02 -0.23 0.1521
H 1.186 -1.147 -1.643 -0.56 0.71 1.14 0.3525
H 1.149 0.679 0.217 -0.05 -0.49 -0.48 0.4741
H 0.358 1.171 -1.205 -0.10 0.12 0.96 0.4330
C 4.089 -1.613 -0.393 -0.89 0.50 -1.11 0.9252
O 5.248 -1.834 0.023 0.69 -0.19 0.34 -0.8634
O 3.033 -1.643 0.342 -1.93 0.04 2.69 -1.0036
O 3.795 -1.323 -1.615 0.53 0.43 -1.97 -0.9604